Here is a single C6H7N3 molecule from OMol25. Energies are from the ωB97M-V functional and the def2-TZVPD basis.

```
16
Properties=species:S:1:pos:R:3
C 2.3885 -0.6165 -0.0459
C -0.9290 0.6755 -0.5783
C -1.7500 -0.3986 -0.5922
C 0.4670 0.6793 -0.2402
C -1.3358 -2.3555 0.6847
C 1.0656 2.0082 0.1183
N 3.4856 -0.9359 0.1150
N -1.4549 -1.6868 -0.3619
N 1.1280 -0.4199 -0.2632
H -1.3532 1.6371 -0.8333
H -2.7730 -0.2759 -0.9378
H -1.4354 -1.9322 1.6865
H -1.1157 -3.4103 0.6096
H 2.1231 1.9075 0.3521
H 0.5459 2.4085 0.9878
H 0.9435 2.7157 -0.7011
```

Its SMILES is C=N/C=C\C(C)=N\C#N.

Results of the Löwdin charge analysis, in e, for atoms 1 through 5: atom 1 (C): -0.378, atom 2 (C): -0.054, atom 3 (C): -0.144, atom 4 (C): -0.326, atom 5 (C): 0.003

---

Here is a single C20H25N5O3 molecule from OMol25. Energies are from the ωB97M-V functional and the def2-TZVPD basis.

```
53
Properties=species:S:1:pos:R:3
O 0.9791 3.0006 1.6880
C 1.8078 3.0625 0.8007
N 3.1002 2.6544 0.9677
H 3.7235 2.6392 0.1767
C 3.4937 1.8861 2.1233
C 3.7210 0.4262 1.8183
C 4.6039 -0.3176 2.5907
C 4.8053 -1.6615 2.3319
C 4.1290 -2.2778 1.2928
C 3.2488 -1.5433 0.5173
C 3.0453 -0.1994 0.7782
H 2.3546 0.3725 0.1734
H 2.7210 -2.0231 -0.2950
H 4.2872 -3.3258 1.0876
H 5.4940 -2.2286 2.9404
H 5.1340 0.1612 3.4015
H 2.6729 1.9886 2.8424
H 4.3967 2.3207 2.5657
N 1.5538 3.6267 -0.4214
H 2.2162 3.4750 -1.1657
C 0.1991 3.9068 -0.8267
H -0.3819 4.0179 0.0894
H 0.1738 4.8543 -1.3742
C -0.3858 2.8090 -1.7254
N -0.2632 1.4793 -1.1522
C -1.1018 1.2951 0.0237
H -0.8149 2.0271 0.7783
C -0.8988 -0.1008 0.6209
N -1.1911 -1.1143 -0.3712
C -2.4059 -1.7279 -0.4609
C -2.9366 -2.1694 -1.6906
C -4.1371 -2.8310 -1.7555
C -4.8624 -3.0849 -0.5934
C -4.3550 -2.6691 0.6378
C -3.1566 -2.0072 0.7009
H -2.7778 -1.7231 1.6689
H -4.9179 -2.8849 1.5329
N -6.1074 -3.7630 -0.6626
O -6.7214 -3.9421 0.3755
O -6.4986 -4.1323 -1.7573
H -4.5426 -3.1509 -2.7033
H -2.4178 -1.9709 -2.6140
C -0.3287 -0.9214 -1.5134
H -0.4644 -1.7158 -2.2451
C -0.5605 0.4549 -2.1395
H 0.1061 0.5861 -2.9961
H -1.6044 0.5245 -2.4968
H 0.7022 -0.9651 -1.1491
H -1.5379 -0.2017 1.4936
H 0.1416 -0.2126 0.9381
H -2.1707 1.4286 -0.2261
H -1.4367 3.0646 -1.9506
H 0.1672 2.8037 -2.6707
```

Its SMILES is O=C(NCCN1CCN(c2ccc([N+](=O)[O-])cc2)CC1)NCc1ccccc1.

Results of the Löwdin charge analysis, in e, for atoms 1 through 5: atom 1 (O): 0.045, atom 2 (C): -0.574, atom 3 (N): 0.058, atom 4 (H): 0.142, atom 5 (C): -0.135

---

Result set for energy relative to the best compared isomer or geometry (same formula, charge and spin): 1.886 4.490 eV, one per record in the order listed.
Result set for gap between HOMO and LUMO: 0.322 0.296 Ha, one per record in the order listed.
Result set for max |F|: 0.037 0.029 Eh/bohr, one per record in the order listed.